(1)
Computed, not measured: 10 unconnected molecules or ions with the total composition C30H48F7O33P3, with ωB97M-V with the def2-TZVPD basis set.

Summary:
Expectation value of S²: 0.7593
Multiplicity: 2
Energy (eV): -146339.99605
Highest occupied orbital energy (alpha / beta) (eV): -12.8 / -12.8
Total charge: +1

Element x y z (Å)
C  -8.813  -15.567  -1.947
C  -9.927  -16.088  -2.847
O  -10.398  -14.985  -3.490
C  -10.046  -13.906  -2.789
O  -10.487  -12.830  -3.039
O  -9.163  -14.211  -1.810
F  -10.965  -16.468  -2.087
H  -7.846  -15.743  -2.417
H  -8.771  -16.135  -1.017
H  -9.694  -16.871  -3.569
C  -3.843  -17.137  -0.044
C  -2.524  -16.749  -0.691
O  -2.587  -17.618  -1.748
C  -3.235  -18.746  -1.386
O  -3.206  -19.837  -1.986
O  -3.910  -18.531  -0.293
F  -1.538  -17.082  0.045
H  -4.667  -16.577  -0.486
H  -3.919  -17.013  1.036
H  -2.359  -15.690  -0.894
C  -9.501  -8.865  4.732
C  -9.106  -10.282  4.654
O  -7.916  -10.366  3.926
C  -7.753  -9.175  3.367
O  -6.862  -8.819  2.617
O  -8.454  -8.288  4.034
F  -9.992  -11.103  4.041
H  -9.394  -8.453  5.736
H  -10.423  -8.624  4.202
H  -8.942  -10.686  5.653
C  -10.968  -14.384  9.513
C  -10.126  -15.563  9.026
O  -9.307  -14.964  8.084
C  -9.872  -13.883  7.592
O  -9.512  -13.301  6.644
O  -10.950  -13.611  8.301
F  -10.949  -16.487  8.515
H  -10.325  -13.958  10.284
H  -11.972  -14.685  9.810
H  -9.584  -16.040  9.843
C  -6.310  -17.169  7.112
C  -5.153  -17.444  6.168
O  -4.175  -17.928  6.999
C  -4.578  -17.843  8.247
O  -3.960  -18.203  9.214
O  -5.744  -17.261  8.362
F  -4.768  -16.301  5.658
H  -7.107  -17.903  6.992
H  -6.641  -16.158  6.875
H  -5.364  -18.123  5.342
C  -5.975  -13.046  7.690
C  -4.660  -13.584  8.286
O  -5.095  -14.253  9.442
C  -6.187  -13.569  9.905
O  -6.538  -13.729  11.055
O  -6.750  -12.856  8.862
F  -3.819  -12.504  8.525
H  -6.443  -13.814  7.074
H  -5.841  -12.086  7.191
H  -4.179  -14.358  7.688
C  -7.990  -13.365  3.134
C  -6.575  -13.578  3.612
O  -5.998  -14.411  2.622
C  -6.887  -14.961  1.824
O  -6.715  -15.852  1.033
O  -8.116  -14.454  2.182
F  -6.566  -14.287  4.776
H  -8.062  -12.384  2.665
H  -8.776  -13.470  3.882
H  -6.016  -12.670  3.836
C  -9.497  -16.637  4.315
O  -10.531  -16.105  3.562
P  -12.073  -16.528  3.947
O  -12.309  -17.959  4.321
O  -12.374  -15.388  5.168
C  -12.437  -14.014  4.845
O  -12.859  -15.986  2.658
C  -12.499  -16.597  1.484
H  -9.698  -17.681  4.552
H  -9.550  -16.068  5.243
H  -8.508  -16.393  3.927
H  -11.695  -13.387  5.340
H  -13.400  -13.674  5.227
H  -12.419  -13.782  3.780
H  -12.214  -15.789  0.810
H  -13.311  -17.085  0.945
H  -11.686  -17.310  1.619
C  -7.457  -20.997  -0.273
O  -8.784  -20.876  -0.755
P  -9.255  -19.456  -1.338
O  -8.294  -18.710  -2.211
O  -10.665  -19.753  -2.006
C  -10.613  -20.233  -3.328
O  -9.790  -18.689  0.010
C  -8.900  -18.008  0.866
H  -7.461  -21.345  0.760
H  -6.889  -20.083  -0.450
H  -6.912  -21.720  -0.881
H  -11.453  -20.856  -3.635
H  -9.777  -20.911  -3.502
H  -10.416  -19.450  -4.060
H  -8.765  -18.653  1.734
H  -9.239  -17.043  1.243
H  -7.896  -17.986  0.443
C  -3.822  -11.127  2.258
O  -4.944  -11.547  1.476
P  -4.664  -12.315  0.038
O  -3.845  -13.521  0.152
O  -6.118  -12.644  -0.658
C  -7.258  -11.707  -0.537
O  -3.894  -11.172  -0.827
C  -4.452  -9.933  -1.135
H  -3.778  -11.600  3.239
H  -3.832  -10.047  2.408
H  -2.848  -11.272  1.792
H  -7.077  -10.869  0.137
H  -8.014  -12.324  -0.053
H  -7.604  -11.364  -1.512
H  -5.241  -9.596  -0.462
H  -4.838  -9.911  -2.154
H  -3.693  -9.152  -1.097

Atomic partial charges in e from the Mulliken method, atoms 1 to 6: atom 1 (C): 0.5257, atom 2 (C): 0.4070, atom 3 (O): -0.3594, atom 4 (C): 0.3766, atom 5 (O): -0.5308, atom 6 (O): -0.1007

---

(2)
Computed, not measured: a gas-phase ion, C21H34BBrClN2O3 (charge +1), with ωB97M-V with the def2-TZVPD basis set.

Summary:
Energy (eV): -114687.32530
Highest occupied orbital energy (eV): -11.7
Total charge: +1

Element x y z (Å)
C  5.451  3.227  1.281
C  4.862  2.073  0.459
C  4.184  2.568  -0.849
C  3.841  1.333  -1.721
C  2.424  1.350  -2.355
C  1.272  1.534  -1.348
N  0.808  0.208  -0.818
C  1.510  -0.220  0.434
C  1.376  -1.770  0.415
C  1.827  -2.443  1.745
C  2.466  -1.468  2.732
O  3.529  -0.943  2.545
Cl  1.563  -1.108  4.237
O  0.103  -2.219  -0.062
C  -0.958  -1.290  0.082
Br  -1.394  -1.226  2.026
B  -2.253  -1.978  -0.650
O  -2.366  -1.951  -2.040
N  -3.321  -2.600  0.121
C  -2.832  -4.005  0.304
C  -4.552  -2.723  -0.704
C  -0.666  0.111  -0.542
C  -1.267  1.302  0.213
C  -2.802  1.247  0.238
C  -3.564  1.063  -0.907
C  -4.939  0.993  -0.771
C  -5.534  1.085  0.463
C  -4.784  1.287  1.610
C  -3.409  1.361  1.475
H  5.892  2.903  2.230
H  6.249  3.705  0.696
H  4.688  3.990  1.486
H  5.597  1.291  0.227
H  4.084  1.590  1.079
H  4.931  3.208  -1.339
H  3.320  3.200  -0.607
H  4.018  0.385  -1.190
H  4.552  1.324  -2.560
H  2.317  0.403  -2.914
H  2.409  2.133  -3.122
H  0.435  1.977  -1.900
H  1.534  2.174  -0.502
H  1.007  -0.478  -1.552
H  2.573  -0.005  0.312
H  1.055  0.240  1.314
H  2.113  -2.093  -0.340
H  2.499  -3.284  1.543
H  0.943  -2.880  2.226
H  -1.760  -2.580  -2.454
H  -2.517  -4.445  -0.665
H  -1.953  -4.035  0.960
H  -3.665  -4.611  0.673
H  -4.430  -3.551  -1.423
H  -4.813  -1.791  -1.209
H  -5.387  -3.006  -0.047
H  -1.157  0.113  -1.529
H  -0.867  1.400  1.229
H  -1.032  2.265  -0.269
H  -3.047  0.968  -1.862
H  -5.558  0.829  -1.652
H  -6.613  1.005  0.583
H  -5.208  1.355  2.608
H  -2.781  1.500  2.355

Atomic partial charges in e from the Mulliken method, atoms 1 to 6: atom 1 (C): -1.3952, atom 2 (C): -0.0502, atom 3 (C): -0.6601, atom 4 (C): -0.9290, atom 5 (C): -0.9284, atom 6 (C): -0.5795

---

(3)
Computed, not measured: a molecular structure, CH4CsO, with ωB97M-V with the def2-TZVPD basis set.

Summary:
Energy (eV): -3689.77289
Highest occupied orbital energy (eV): -15.9
Total charge: +1

Element x y z (Å)
Cs  -0.217  0.955  -2.276
C  0.356  -0.077  0.503
O  -0.743  0.093  -0.385
H  1.297  0.303  0.105
H  0.184  0.477  1.426
H  0.454  -1.136  0.738
H  -1.331  -0.614  -0.110

Atomic partial charges in e from the Mulliken method, atoms 1 to 6: atom 1 (Cs): 0.9236, atom 2 (C): -0.4649, atom 3 (O): -0.5743, atom 4 (H): 0.2393, atom 5 (H): 0.2532, atom 6 (H): 0.2808

---

(4)
Computed, not measured: 3 unconnected molecules or ions with the total composition C3H15N2O2, with ωB97M-V with the def2-TZVPD basis set.

Summary:
Energy (eV): -10423.34400
Highest occupied orbital energy (eV): -13.4
Total charge: +1

Element x y z (Å)
C  1.624  0.642  -0.771
C  0.263  0.650  -1.477
C  -0.564  -0.661  -1.317
N  -0.772  -0.864  0.166
N  2.133  -0.715  -0.498
H  1.659  1.168  0.203
H  2.311  1.095  -1.466
H  -0.305  1.537  -1.178
H  0.256  0.912  -2.543
H  -1.565  -0.568  -1.743
H  0.062  -1.468  -1.686
H  -1.384  -0.119  0.535
H  0.196  -0.672  0.608
H  -1.226  -1.757  0.350
H  3.009  -0.694  0.014
H  2.372  -1.236  -1.343
H  -4.299  1.713  0.580
H  -4.312  0.183  0.883
O  -3.747  0.959  0.811
H  0.848  0.070  3.840
H  2.191  0.016  3.034
O  1.248  -0.189  2.998

Atomic partial charges in e from the Mulliken method, atoms 1 to 6: atom 1 (C): -0.5919, atom 2 (C): -0.6370, atom 3 (C): -0.6088, atom 4 (N): -0.2124, atom 5 (N): -0.5594, atom 6 (H): 0.3635